(1)
The ion C5H8N with charge +1 at a distorted geometry, computed with the ωB97M-V functional and the def2-TZVPD basis.

Geometry as XYZ:
```
14
C5H8N, DFT the ωB97M-V functional and the def2-TZVPD basis
N 0.6794 -1.3537 0.4554
C -0.9132 -0.0492 0.0354
C 0.6556 -0.1817 -0.3492
C -0.7179 -1.3161 0.8381
C 1.3104 0.9916 -1.2007
C -1.0528 0.0023 1.5084
H -1.9975 0.3663 1.8598
H 1.5276 -1.7921 0.8475
H -0.2352 0.3309 2.1357
H -1.7365 0.2657 -0.6154
H 2.2319 0.8879 -1.8433
H -1.2305 -2.2296 0.7472
H 0.3287 1.2078 -1.7487
H 1.5068 1.7261 -0.3980
```

Computed properties:
2S+1 = 1
LUMO level = -5.228 eV
relative energy (zero: lowest compared OMol25 entry of this formula, charge and spin) = 369.5 kJ/mol
charge = +1
gap between HOMO and LUMO = 9.85 eV

Atomic partial charges in e from the Löwdin method, atoms 1 to 6:
1 N 0.16
2 C -0.12
3 C 0.03
4 C -0.17
5 C 0.04
6 C 0.00



(2)
A structure of composition CHLiO3Sm at a distorted geometry, computed with the ωB97M-V functional and the def2-TZVPD basis.

Geometry as XYZ:
```
7
CHLiO3Sm, DFT the ωB97M-V functional and the def2-TZVPD basis
Sm -2.0576 0.7000 0.2942
O 0.1364 0.5519 0.8375
O -1.0236 -0.7121 -1.0428
O 0.8259 -0.0895 0.0858
C 0.1826 -0.7573 -0.8237
Li 1.1886 1.9521 1.3458
H 0.7476 -1.6451 -0.6969
```

Computed properties:
2S+1 = 7
LUMO level (spin up / spin down) = -8.919 / -8.848 eV
<S²> = 12.01
relative energy (zero: lowest compared OMol25 entry of this formula, charge and spin) = 95.8 kJ/mol
charge = +2
gap between HOMO and LUMO (spin up / spin down) = 7.89 / 10.13 eV

Atomic partial charges in e from the Löwdin method, atoms 1 to 6:
1 Sm 1.78
2 O -0.45
3 O -0.08
4 O -0.09
5 C -0.24
6 Li 0.89



(3)
An isolated molecule of C14H13N5OS2 at a distorted geometry, computed with the ωB97M-V functional and the def2-TZVPD basis.

Geometry as XYZ:
```
35
C14H13N5OS2, DFT the ωB97M-V functional and the def2-TZVPD basis
S -0.3424 0.8233 -0.8692
S -1.9788 3.3495 -0.1276
O -2.7399 1.0160 1.4759
N -4.8608 -0.2742 -2.5040
N 1.6355 2.0930 0.1842
N 2.2140 -0.0357 -0.6807
N 0.5931 2.8992 0.3238
N -4.6770 -2.4870 0.0891
C -3.2152 0.9168 0.3652
C -3.1579 2.0611 -0.6414
C 5.5977 -1.4194 -0.5705
C -4.0425 -1.4248 0.6042
C -0.5073 2.4447 -0.1442
C 1.3692 0.9772 -0.4015
C 5.6332 0.7298 0.4826
C 3.5782 -0.1227 -0.4088
C 6.2977 -0.4165 0.0795
C -4.4158 -0.2457 -1.4441
C -3.5180 -1.5560 1.9873
C 4.2801 0.8858 0.2443
C -3.8914 -0.2681 -0.1397
C 4.2457 -1.2772 -0.8148
H -2.4476 -1.3568 2.0026
H -2.8980 1.7075 -1.6407
H -3.9714 -0.8041 2.6317
H 1.8129 -0.8272 -1.1628
H 7.3541 -0.5291 0.2695
H 3.7586 1.7755 0.5550
H -5.0528 -2.4484 -0.8451
H 6.1054 -2.3175 -0.8898
H 3.7007 -2.0611 -1.3231
H 6.1727 1.5157 0.9894
H -3.7133 -2.5481 2.3880
H -4.1300 2.5551 -0.6877
H -4.7886 -3.3307 0.6235
```

Computed properties:
2S+1 = 1
LUMO level = 0.148 eV
gap between HOMO and LUMO = 7.94 eV

Atomic partial charges in e from the Löwdin method, atoms 1 to 6:
1 S 1.05
2 S 0.95
3 O 0.04
4 N 0.17
5 N -0.01
6 N 0.05



(4)
A cluster of 2 separate species, C8H17NP in total at a distorted geometry, computed with the ωB97M-V functional and the def2-TZVPD basis.

Geometry as XYZ:
```
27
C8H17NP, DFT the ωB97M-V functional and the def2-TZVPD basis
P 1.5630 1.3588 -1.7331
N -0.4044 -0.4919 0.8282
C 0.0892 0.1468 -2.0635
C -2.4452 -0.6072 -0.4807
C 1.6591 0.3741 1.5764
C 0.3368 -1.1733 -2.2807
C 0.5269 1.1313 2.2625
C -0.6387 0.9137 1.3941
C -1.2408 -1.1433 0.0865
C 0.9371 -0.9456 1.2676
H 1.7900 0.8914 0.6663
H -0.9727 -2.2094 -0.0928
H 0.8554 2.2191 2.2510
H -0.6727 1.6973 0.6187
H -3.2755 -1.2341 -0.5006
H 1.2667 2.0393 -2.9320
H 2.6588 0.6095 -2.0919
H 0.7616 -1.4794 2.1357
H 1.3384 -1.5160 0.4817
H -2.3063 -0.5790 -1.5888
H 2.5235 0.3023 2.1966
H -0.6654 -1.6940 -2.4689
H 0.2269 0.9158 3.3486
H -0.9008 0.5400 -1.9885
H -2.7998 0.4359 -0.1962
H -1.5266 0.9350 1.9217
H 1.3157 -1.4370 -2.6180
```

Computed properties:
2S+1 = 3
LUMO level (spin up / spin down) = -3.843 / -6.143 eV
<S²> = 2.01
relative energy (zero: lowest compared OMol25 entry of this formula, charge and spin) = 162.3 kJ/mol
charge = +1
gap between HOMO and LUMO (spin up / spin down) = 5.52 / 6.97 eV

Atomic partial charges in e from the Löwdin method, atoms 1 to 6:
1 P 0.87
2 N -0.02
3 C -0.45
4 C -0.03
5 C -0.14
6 C -0.08



(5)
A structure of composition C42H40ClCoN5S at a distorted geometry, computed with the ωB97M-V functional and the def2-TZVPD basis.

Geometry as XYZ:
```
90
C42H40ClCoN5S, DFT the ωB97M-V functional and the def2-TZVPD basis
Co -0.3843 1.0881 0.0220
Cl 4.3890 -5.8030 1.0778
S 2.6346 1.6400 3.6744
N 1.0856 0.8098 -1.5579
N -2.3581 0.8554 0.3405
N -0.8438 -0.8122 -1.3157
N 1.6587 0.8447 1.3603
N -1.1111 2.4000 -1.3408
C -4.2449 2.6658 -3.2674
C 0.5017 -1.4933 2.2548
C -2.7950 -2.3072 0.8006
C 4.8560 0.1342 2.9366
C -0.2509 3.1293 -2.2299
C -0.0432 3.1220 3.6968
C -3.7030 -1.1097 1.1094
C 1.1572 3.2224 -1.6376
C -1.8785 4.1822 2.6189
C 2.6032 -0.7050 -2.6065
C 1.0931 -3.3006 -3.3001
C -2.9374 0.1781 1.4719
C 0.1874 -1.3076 -1.9582
C 3.5130 -0.6150 0.5940
C 2.4553 -2.8302 2.8986
C -2.3683 2.1722 -1.6177
C 2.4343 -3.0295 -3.5217
C 1.3943 -3.1959 0.7499
C 0.1391 -2.5537 -2.6456
C -5.4825 2.2151 -1.1690
C 4.7864 -1.0690 0.8646
C -4.5072 1.6951 -0.3359
C 1.9278 1.9232 -1.8901
C -3.1150 1.5287 -0.5063
C -0.6574 2.4505 1.4031
C 3.5925 0.5992 2.6593
C -2.9363 2.4871 -2.8797
C 0.2132 2.3777 2.5259
C -2.1501 -1.3860 -1.5398
C 3.3499 -3.8277 2.6259
C -2.5817 -2.5929 -0.6871
C -1.0814 4.0171 3.7440
C 1.4232 -2.4708 1.9792
C 2.8765 0.2728 1.4750
C 2.2897 -4.1919 0.4774
C -5.4005 2.6199 -2.4919
C 1.3458 -0.3877 -2.0222
C 5.4753 -0.6963 2.0118
C 3.0878 -1.8506 -3.1932
C -1.6757 3.3857 1.4934
C 3.2538 -4.5225 1.4253
C 1.3695 1.5975 2.4106
H -2.8858 -0.5976 -1.3812
H 0.7415 -4.2535 -3.6921
H -6.4794 2.2560 -0.7332
H -0.1664 -1.1369 1.4888
H 3.3429 0.0837 -2.5161
H -2.6784 4.9138 2.6215
H -1.8461 -3.3983 -0.7698
H -0.6556 4.1437 -2.3705
H 2.2013 1.8844 -2.9632
H -4.3592 -0.9090 0.2572
H 0.5163 -0.9562 3.1893
H -2.2485 -1.6728 -2.6013
H 5.2593 -1.7506 0.1690
H -6.3272 2.9180 -2.9759
H -2.1299 -0.0726 2.1616
H -1.2708 4.5911 4.6460
H 1.0673 3.3763 -0.5609
H 0.6077 2.9805 4.5496
H 2.5466 -2.2642 3.8163
H -2.3597 3.5285 0.6685
H 2.8656 1.9339 -1.3083
H 0.6511 -2.9283 0.0180
H -3.5256 -2.9585 -1.1163
H -3.2385 -3.2112 1.2399
H -4.3944 2.9356 -4.3118
H 4.1405 -1.8167 -3.4642
H 3.0251 -3.7983 -4.0107
H -2.2070 2.6407 -3.6686
H 4.1292 -4.0820 3.3323
H -3.6124 0.8541 2.0228
H 2.2591 -4.7160 -0.4678
H -4.3403 -1.3602 1.9650
H -0.1831 2.6520 -3.2213
H 2.9825 -0.9624 -0.2752
H -4.8853 1.3860 0.6297
H 5.3454 0.4092 3.8587
H 1.7033 4.0649 -2.0751
H -0.8260 -3.0414 -2.6228
H -1.8292 -2.1553 1.2821
H 6.4747 -1.0629 2.2024
```

Computed properties:
2S+1 = 4
LUMO level (spin up / spin down) = 4.265 / 4.265 eV
<S²> = 3.76
charge = -2
gap between HOMO and LUMO (spin up / spin down) = 3.96 / 3.95 eV

Atomic partial charges in e from the Löwdin method, atoms 1 to 6:
1 Co 0.64
2 Cl 0.52
3 S 1.06
4 N -0.01
5 N -0.06
6 N 0.05



Q: Among the records above, which one has the highest 2S+1?
A: CHLiO3Sm